Record 1
61
Properties=species:S:1:pos:R:3:forces:R:3 method="wB97M-V/def2-TZVPD" charge=+1 multiplicity=2 homo_lumo_gap_ev="6.0 / 5.9" s_squared=0.75
C -0.791 -4.361 -1.966 0.443 1.379 -0.355
C -1.009 -2.993 -2.025 0.377 -0.854 0.512
C -1.920 -2.466 -1.052 -1.562 1.102 1.132
C -2.213 -3.198 0.167 0.981 0.603 -1.104
C -1.628 -4.480 0.304 -1.033 -0.497 -0.486
C -1.150 -5.103 -0.823 -0.250 -0.844 1.102
C -2.888 -2.559 1.203 2.222 1.499 0.669
C -3.347 -1.247 1.029 0.704 0.913 -1.234
C -3.049 -0.549 -0.213 0.497 -2.158 -0.267
C -3.275 0.864 -0.330 0.031 0.130 0.652
C -4.149 1.417 0.589 1.144 0.070 -1.058
C -4.532 0.712 1.741 -0.308 -0.491 1.183
C -3.953 -0.491 2.053 -1.171 -0.677 0.210
H -0.200 -4.828 -2.750 -0.039 -0.042 0.138
H -1.852 -4.959 1.252 0.299 -0.490 -0.212
H -1.025 -6.191 -0.814 0.336 0.463 0.026
H -2.413 -2.711 2.208 -1.667 -0.890 -0.363
H -4.418 2.460 0.466 -0.097 0.018 0.144
H -5.272 1.138 2.419 0.441 0.116 -0.033
H -4.131 -1.067 2.970 -0.198 0.704 -0.113
N -2.412 -1.220 -1.206 1.172 0.958 0.208
Ce 1.631 -0.006 1.477 1.460 -0.565 -0.661
C -0.145 -2.069 -2.849 -0.773 -0.055 -0.336
H -0.762 -1.353 -3.416 0.245 -0.088 0.228
H 0.424 -2.676 -3.564 -0.028 0.150 -0.029
C -2.406 1.711 -1.246 -0.951 -0.438 -0.180
H -2.442 1.325 -2.280 0.073 0.188 0.392
H -2.792 2.737 -1.212 -0.031 -0.149 -0.302
P 1.140 -1.075 -1.898 0.051 -0.520 -0.298
P -0.606 1.877 -0.783 0.046 0.064 0.432
C -0.625 3.468 0.142 -0.228 -0.164 0.022
H 0.381 3.912 0.119 -0.270 -0.070 0.015
H -1.349 4.133 -0.354 0.311 0.036 0.319
H -0.897 3.271 1.191 -0.004 0.297 -0.466
C -0.014 2.527 -2.395 0.004 -0.094 0.028
H -0.469 3.517 -2.555 0.214 -0.342 -0.175
H 1.080 2.608 -2.383 -0.263 0.127 -0.133
H -0.314 1.830 -3.189 0.097 0.306 0.109
C 2.426 -2.364 -1.674 -0.048 -0.171 0.112
H 2.640 -2.837 -2.640 0.084 -0.050 0.272
H 3.347 -1.914 -1.281 -0.090 -0.080 -0.127
H 2.076 -3.117 -0.962 0.074 -0.043 -0.105
C 1.919 -0.254 -3.349 -0.037 0.274 -0.034
H 2.725 0.408 -3.013 -0.068 -0.124 -0.122
H 2.341 -1.005 -4.032 -0.158 0.186 0.166
H 1.192 0.358 -3.892 0.152 -0.154 0.086
C 2.357 1.231 -0.238 4.334 4.716 -5.648
O 3.165 1.815 -0.866 -3.359 -2.397 2.523
H 0.316 -0.897 1.860 -4.175 -2.936 0.344
Te -0.104 1.457 3.280 -0.144 -0.121 0.516
C 1.977 1.805 3.346 0.595 0.295 0.659
C 2.911 0.711 3.467 0.947 2.218 0.935
C 4.307 1.017 3.441 -1.076 -0.617 0.267
C 4.725 2.334 3.345 -0.054 0.395 -0.165
C 3.807 3.391 3.203 -0.151 -0.151 0.110
C 2.436 3.149 3.185 0.339 -1.251 0.092
H 2.555 -0.334 3.648 0.401 0.828 0.441
H 5.026 0.205 3.563 -0.104 0.283 -0.039
H 5.786 2.572 3.389 -0.193 -0.138 -0.072
H 4.168 4.416 3.123 -0.009 -0.272 0.000
H 1.693 3.949 3.070 0.467 -0.381 0.073

---

Record 2
68
Properties=species:S:1:pos:R:3:forces:R:3 method="wB97M-V/def2-TZVPD" de_lowest_ev=0.000 charge=0 multiplicity=4 homo_lumo_gap_ev="6.5 / 8.5" s_squared=3.76
V 2.160 -16.048 6.235 -0.120 -0.439 -1.575
O 3.998 -15.521 5.142 0.660 0.151 0.510
C 5.066 -15.616 6.146 -0.033 0.148 -0.724
C 4.479 -15.132 7.445 0.058 -0.384 0.737
N 3.362 -15.998 7.881 0.344 0.231 0.264
C 2.538 -15.295 8.861 0.469 0.091 0.843
C 1.729 -14.157 8.207 -0.923 0.394 -2.587
O 1.250 -13.254 8.861 0.341 -0.449 0.294
O 1.576 -14.284 6.867 0.266 1.148 2.978
C 3.780 -17.348 8.237 0.640 -0.086 0.581
C 3.615 -18.364 7.108 -1.384 0.113 -2.306
O 4.114 -19.469 7.164 -0.047 0.356 0.479
O 2.858 -17.934 6.065 1.620 -1.503 2.013
H 4.136 -16.203 4.468 0.069 -0.005 0.179
H 5.889 -14.951 5.857 -0.132 -0.177 -0.027
H 5.445 -16.650 6.180 -0.191 0.300 0.083
H 4.103 -14.109 7.347 0.052 -0.186 -0.138
H 5.225 -15.145 8.255 0.199 0.137 -0.291
H 3.195 -14.878 9.639 -0.289 0.160 0.066
H 1.886 -16.019 9.380 0.047 0.364 -0.362
H 3.186 -17.690 9.093 0.125 -0.058 -0.178
H 4.841 -17.358 8.558 -0.418 -0.126 -0.036
N 0.363 -16.807 7.072 -0.726 -0.581 0.969
C -0.555 -17.001 5.919 -0.557 -0.275 0.794
C -0.475 -15.754 5.073 0.144 0.059 -1.078
N 0.916 -15.689 4.547 -0.333 0.071 -1.172
H 0.450 -17.663 7.626 0.065 -0.037 -0.504
H -0.052 -16.157 7.750 0.007 0.089 -0.544
H -1.582 -17.176 6.274 0.141 0.104 -0.195
H -0.260 -17.911 5.364 0.092 0.554 0.148
H -0.667 -14.842 5.652 0.132 -0.309 0.020
H -1.207 -15.792 4.251 0.100 -0.028 0.260
H 1.142 -14.783 4.141 -0.246 0.205 0.371
H 1.059 -16.327 3.751 -0.298 -0.011 0.571
F 2.324 -18.728 -2.818 0.061 -0.064 0.315
C 2.507 -18.794 -1.475 0.076 0.163 0.104
C 1.895 -19.821 -0.763 0.207 0.203 0.299
C 2.061 -19.860 0.625 0.195 0.239 -0.638
C 2.846 -18.901 1.264 -0.336 -0.302 0.976
C 3.440 -17.891 0.534 -0.011 0.026 -1.113
C 3.288 -17.817 -0.861 -0.150 -0.427 0.511
Sb 2.812 -18.616 3.433 0.208 -0.436 -0.543
C 2.186 -20.602 3.922 -0.129 0.525 0.059
C 2.803 -21.707 3.348 -0.119 -0.744 0.203
C 2.434 -23.013 3.719 -0.128 0.836 0.092
C 1.422 -23.149 4.667 0.068 0.011 -0.143
F 1.046 -24.398 5.035 0.082 0.303 -0.055
C 0.781 -22.060 5.248 0.301 0.234 -0.204
C 1.181 -20.775 4.869 0.098 -0.737 -0.113
C 4.895 -19.008 3.809 -0.279 0.398 -0.137
C 5.874 -18.129 3.338 0.371 -0.250 0.157
C 7.226 -18.349 3.629 -0.481 -0.275 0.135
C 7.558 -19.448 4.423 -0.129 0.229 -0.095
F 8.863 -19.657 4.720 -0.263 0.032 -0.071
C 6.602 -20.314 4.935 -0.197 0.410 -0.382
C 5.262 -20.081 4.610 0.649 -0.042 0.187
H 1.298 -20.576 -1.259 0.042 0.143 -0.153
H 1.575 -20.650 1.188 0.033 0.081 -0.031
H 4.042 -17.136 1.026 -0.025 0.082 -0.018
H 3.761 -17.021 -1.422 -0.116 -0.134 -0.140
H 3.608 -21.566 2.628 -0.164 -0.065 0.086
H 2.937 -23.869 3.284 -0.182 -0.018 0.133
H 0.007 -22.190 5.994 0.044 -0.204 -0.069
H 0.715 -19.916 5.332 0.004 0.006 0.052
H 5.599 -17.265 2.726 0.135 -0.220 0.104
H 7.986 -17.685 3.240 0.123 -0.073 0.095
H 6.872 -21.140 5.579 0.131 0.049 -0.032
H 4.514 -20.730 5.038 0.009 -0.004 -0.019

---

Record 3
62
Properties=species:S:1:pos:R:3:forces:R:3 method="wB97M-V/def2-TZVPD" de_lowest_ev=5.688 charge=-1 multiplicity=1 homo_lumo_gap_ev=4.9
O 0.105 -2.404 4.232 0.566 -0.984 -6.498
C 0.122 -2.876 2.971 -2.242 -4.926 4.611
O -0.282 -4.304 2.792 2.318 7.212 -0.500
C 0.596 -1.997 1.647 0.546 -0.945 0.068
C -0.452 -2.067 0.388 0.004 0.139 0.424
C -1.928 -1.413 0.674 -0.399 -0.071 -1.356
O -2.732 -2.113 1.692 -0.481 0.792 -1.733
N 0.995 -0.600 2.074 1.106 -0.257 -1.275
C 2.462 -0.320 1.819 -0.092 0.515 0.923
C 2.873 -0.154 0.241 -0.370 -0.516 -1.068
C 3.539 -1.482 -0.451 0.278 -2.162 1.429
F 3.239 -1.697 -1.911 1.792 1.208 3.788
C 4.387 -2.507 0.213 -0.571 1.149 -1.446
F 4.024 -3.335 1.386 2.039 3.396 -3.723
F 5.739 -2.772 -0.397 -4.536 -0.381 1.854
H 1.599 -2.523 1.271 -2.283 0.876 0.778
H 0.020 -1.470 -0.528 -0.999 -1.134 1.864
H -0.555 -3.190 0.078 0.041 2.151 0.762
H -1.889 -0.262 0.937 0.182 -2.173 -0.459
H -2.538 -1.512 -0.347 1.463 0.435 1.904
H -3.659 -2.161 1.313 1.779 0.007 0.762
H 0.366 0.136 1.684 0.895 -0.894 0.286
H 3.075 -1.163 2.374 -1.227 1.689 -1.304
H 2.764 0.706 2.350 -0.766 -2.183 -1.168
H 1.905 0.169 -0.376 2.140 -0.866 1.323
H 3.651 0.724 0.139 -1.298 -1.928 0.073
C -5.424 1.512 -0.985 0.038 0.054 0.155
C -4.942 0.583 -0.064 -0.030 0.218 0.050
C -4.573 0.996 1.216 -0.074 0.109 -0.049
C -4.695 2.338 1.578 -0.056 -0.058 -0.162
C -5.180 3.266 0.658 0.026 -0.155 -0.057
C -5.540 2.855 -0.625 0.063 -0.142 0.123
H -5.709 1.191 -1.984 0.041 0.043 0.133
H -4.854 -0.464 -0.343 0.004 0.156 0.022
H -4.191 0.273 1.932 -0.010 0.073 -0.077
H -4.411 2.659 2.577 -0.005 -0.053 -0.148
H -5.276 4.312 0.940 0.025 -0.146 -0.038
H -5.913 3.580 -1.344 0.039 -0.089 0.084
C -1.012 3.260 2.619 0.005 0.174 0.150
C -0.553 2.908 3.889 0.016 0.026 -0.010
C -0.549 3.852 4.915 -0.097 0.122 -0.188
C -1.015 5.145 4.676 0.015 -0.156 -0.123
C -1.477 5.495 3.407 0.049 -0.133 0.020
C -1.472 4.555 2.378 0.055 -0.056 0.162
H -1.012 2.525 1.818 -0.029 0.083 0.112
H -0.197 1.899 4.077 -0.057 0.095 -0.043
H -0.185 3.580 5.902 -0.063 0.011 -0.145
H -1.016 5.879 5.477 -0.002 -0.089 -0.106
H -1.841 6.503 3.221 0.056 -0.138 0.022
H -1.828 4.829 1.389 0.023 -0.046 0.115
C 2.878 -3.293 -5.227 0.131 0.076 -0.154
C 2.898 -3.736 -6.549 0.094 0.124 0.046
C 3.803 -3.186 -7.456 0.027 0.070 0.176
C 4.696 -2.198 -7.038 -0.125 -0.080 0.098
C 4.678 -1.758 -5.715 -0.141 -0.160 -0.123
C 3.767 -2.302 -4.810 0.033 0.000 -0.092
H 2.171 -3.720 -4.521 0.116 0.075 -0.081
H 2.207 -4.511 -6.873 0.095 0.115 0.042
H 3.814 -3.527 -8.488 0.006 0.034 0.129
H 5.404 -1.773 -7.744 -0.092 -0.056 0.082
H 5.375 -0.989 -5.389 -0.110 -0.114 -0.038
H 3.750 -1.954 -3.781 0.051 -0.135 -0.408

---

Max |F| for every record listed, in sequence, given in eV/Å: 8.54, 3.20, 7.59.
E for every record listed, in sequence, given in hartree: -2563.58245, -3032.55405, -1587.92108.